## i
Formula: C2H5PSi
Source: the Open Molecules 2025 dataset
Level of theory: wB97M-V/def2-TZVPD

Output
Spin multiplicity: 1
Gap between HOMO and LUMO in eV: 8.7

Each line ends with the natural charge from an NBO analysis.
CARTESIAN COORDINATES (ANGSTROEM)
P 1.31 0.04 0.92  0.56
Si -0.94 -1.12 -0.33  1.00
C 0.43 0.11 -0.73  -0.84
C -0.48 0.44 0.47  -0.89
H -0.46 -2.27 0.52  -0.13
H 0.81 0.73 -1.50  0.25
H -1.81 -1.20 -1.66  -0.09
H 2.04 1.95 1.38  -0.12
H -0.89 1.32 0.94  0.26

---

## ii
Formula: C2H5PSi
Source: the Open Molecules 2025 dataset
Level of theory: wB97M-V/def2-TZVPD

Output
Spin multiplicity: 1
Gap between HOMO and LUMO in eV: 7.7
SMILES: [SiH2]=[PH]1C=C1

Each line ends with the natural charge from an NBO analysis.
CARTESIAN COORDINATES (ANGSTROEM)
P 0.01 0.09 -0.01  0.50
Si -2.17 -0.46 0.83  0.26
C 1.58 -0.64 -0.69  -0.35
C 1.75 0.63 -0.37  -0.41
H -2.98 0.64 0.60  -0.21
H 2.59 1.24 -0.31  0.23
H -0.53 0.04 -1.23  -0.05
H 1.89 -1.61 -1.00  0.24
H -2.15 0.07 2.17  -0.21

---

Which of them is least stable? Easy: ii.

---

## i
Formula: C14H28Br14
Source: the Open Molecules 2025 dataset
Level of theory: wB97M-V/def2-TZVPD

Output
Spin multiplicity: 1
Gap between HOMO and LUMO in eV: 10.0
SMILES: BrCCBr.BrCCBr.BrCCBr.BrCCBr.BrCCBr.BrCCBr.BrCCBr

Each line ends with the natural charge from an NBO analysis.
CARTESIAN COORDINATES (ANGSTROEM)
Br -16.32 -8.38 18.28  -0.03
Br -17.85 -7.07 15.31  -0.03
Br -19.22 -6.07 12.21  -0.03
Br -13.59 -9.33 15.58  0.00
Br -13.77 -6.20 21.78  -0.02
Br -20.82 -2.88 14.35  -0.01
Br -13.76 -5.30 14.03  -0.02
Br -14.11 -4.74 18.67  -0.01
Br -18.65 -2.44 9.43  -0.02
Br -17.45 -3.59 17.45  -0.02
Br -11.04 -9.30 11.71  -0.01
Br -18.72 -9.58 11.29  0.02
Br -14.40 -8.76 9.72  -0.01
Br -18.94 -5.52 20.90  -0.03
C -12.70 -9.88 13.95  -0.46
C -15.22 -5.85 15.23  -0.44
C -12.37 -6.24 20.38  -0.44
C -15.97 -9.74 10.42  -0.43
C -19.42 -3.77 15.39  -0.44
C -19.35 -3.59 10.84  -0.44
C -12.98 -6.30 18.99  -0.45
C -16.19 -6.58 14.33  -0.43
C -17.79 -7.21 18.90  -0.44
C -18.52 -4.84 10.83  -0.44
C -12.33 -8.70 13.07  -0.44
C -17.03 -8.74 10.84  -0.46
C -18.97 -2.80 16.49  -0.43
C -17.41 -6.54 20.21  -0.43
H -15.77 -7.47 13.86  0.22
H -15.72 -4.99 15.65  0.24
H -17.47 -4.69 11.07  0.23
H -11.94 -5.24 20.49  0.22
H -18.62 -4.05 14.70  0.23
H -16.54 -5.96 13.51  0.22
H -16.34 -10.37 9.61  0.23
H -17.25 -7.98 10.10  0.23
H -13.61 -7.19 18.89  0.24
H -20.42 -3.73 10.73  0.24
H -19.70 -4.68 15.92  0.23
H -12.21 -6.27 18.23  0.23
H -17.95 -6.43 18.16  0.24
H -11.79 -10.40 14.25  0.23
H -19.19 -2.96 11.71  0.24
H -11.56 -6.90 20.67  0.24
H -18.66 -7.83 19.09  0.23
H -16.65 -8.20 11.71  0.22
H -19.74 -2.53 17.20  0.23
H -15.66 -10.41 11.21  0.22
H -11.80 -7.94 13.62  0.23
H -16.60 -5.82 20.16  0.24
H -13.20 -8.29 12.57  0.23
H -18.50 -5.44 9.93  0.23
H -17.20 -7.26 21.00  0.23
H -18.63 -1.88 16.01  0.22
H -14.81 -6.44 16.05  0.24
H -13.25 -10.64 13.40  0.23

---

## ii
Formula: C14H28Br14
Source: the Open Molecules 2025 dataset
Level of theory: wB97M-V/def2-TZVPD

Output
Spin multiplicity: 1
Gap between HOMO and LUMO in eV: 9.9
SMILES: BrCCBr.BrCCBr.BrCCBr.BrCCBr.BrCCBr.BrCCBr.BrCCBr

Each line ends with the natural charge from an NBO analysis.
CARTESIAN COORDINATES (ANGSTROEM)
Br 4.67 2.94 -1.94  0.00
Br -1.84 -6.03 -4.40  0.01
Br 4.20 -0.32 1.99  0.01
Br -2.34 0.76 0.75  -0.04
Br 1.00 1.94 -6.09  -0.02
Br 0.92 4.91 -4.09  -0.03
Br -3.11 -3.85 -0.50  0.00
Br 0.94 1.42 2.31  -0.01
Br -1.39 -1.35 8.39  0.00
Br 0.34 5.63 4.01  -0.03
Br -0.44 -1.57 3.84  -0.05
Br -1.28 -0.60 -5.05  -0.05
Br 1.25 -3.77 0.95  -0.03
Br 0.56 0.61 -1.41  -0.04
C 0.33 3.22 2.62  -0.47
C -2.82 -5.02 -3.04  -0.46
C -1.08 -0.67 6.59  -0.46
C -1.58 -1.62 5.52  -0.40
C 0.34 3.67 4.08  -0.44
C -2.53 -5.34 -1.57  -0.46
C -1.29 1.31 -4.42  -0.43
C 3.05 3.16 -3.04  -0.45
C 2.26 -2.06 0.99  -0.44
C -1.15 -0.80 0.34  -0.42
C 3.14 -1.96 2.26  -0.45
C -0.91 2.14 -5.65  -0.44
C 2.76 4.62 -3.41  -0.43
C -0.76 -0.87 -1.20  -0.44
H 2.16 2.74 -2.56  0.22
H -1.53 0.31 6.45  0.22
H -0.46 3.44 4.78  0.23
H 1.22 3.43 4.68  0.23
H -0.42 -1.85 -1.52  0.24
H 2.87 -1.98 0.09  0.23
H -1.70 -0.55 -1.65  0.23
H -2.67 -3.96 -3.22  0.23
H -1.51 1.84 -6.51  0.23
H -2.26 1.63 -4.04  0.23
H -1.71 -1.70 0.58  0.23
H 1.62 -1.18 0.92  0.22
H 3.42 5.14 -4.10  0.23
H -1.12 3.18 -5.41  0.23
H 2.84 5.08 -2.42  0.22
H 0.98 3.86 2.01  0.24
H -2.61 -1.36 5.25  0.22
H 3.77 -2.83 2.43  0.23
H 3.11 2.44 -3.86  0.23
H -3.20 -6.17 -1.34  0.22
H -0.51 1.46 -3.67  0.24
H -0.30 -0.66 1.02  0.22
H 0.00 -0.56 6.53  0.23
H -1.59 -2.64 5.91  0.23
H -3.89 -5.12 -3.20  0.22
H -1.54 -5.69 -1.27  0.24
H 2.43 -1.95 3.09  0.23
H -0.67 3.18 2.18  0.24

---

Which of them is least stable? Easy: ii.

---

## i
Formula: C18H20N2O2S
Source: the Open Molecules 2025 dataset
Level of theory: wB97M-V/def2-TZVPD

Output
Spin multiplicity: 1
Gap between HOMO and LUMO in eV: 8.2
SMILES: CCCn1cc(SCC(=O)NCc2ccco2)c2ccccc21

Each line ends with the natural charge from an NBO analysis.
CARTESIAN COORDINATES (ANGSTROEM)
S 0.28 1.39 3.32  0.25
O 2.20 -0.69 -1.61  -0.40
O 1.76 -2.00 2.40  -0.63
N 2.55 0.05 1.86  -0.61
N -1.64 -0.46 0.40  -0.36
C -0.97 -2.20 -1.20  -0.41
C -1.03 1.67 0.83  -0.12
C 1.83 -0.81 2.61  0.68
C 1.21 1.24 -2.11  -0.29
C -2.08 2.66 -1.52  -0.22
C -2.07 -1.66 -0.28  -0.20
C -0.99 -0.44 1.60  -0.03
C 1.13 -0.15 3.79  -0.62
C 1.49 -0.02 -2.54  0.07
C 3.16 -0.34 0.61  -0.27
C -1.42 -3.47 -1.91  -0.61
C -0.93 3.03 0.57  -0.19
C -2.20 1.31 -1.29  -0.25
C -1.46 3.51 -0.61  -0.24
C -1.67 0.81 -0.10  0.21
C 1.80 1.36 -0.83  -0.32
C 2.39 0.15 -0.57  0.27
C -0.60 0.83 1.90  -0.27
H 4.19 0.04 0.58  0.21
H -2.49 3.08 -2.44  0.21
H -0.08 -2.41 -0.60  0.21
H -0.63 -3.84 -2.56  0.22
H -1.67 -4.25 -1.20  0.20
H 2.45 1.04 2.04  0.41
H 1.87 0.14 4.54  0.25
H -2.68 0.66 -2.00  0.21
H 0.66 1.99 -2.63  0.23
H -1.40 4.57 -0.83  0.21
H 1.78 2.22 -0.20  0.23
H 0.42 -0.85 4.23  0.24
H 3.19 -1.44 0.59  0.25
H -2.32 -2.41 0.48  0.21
H -0.85 -1.35 2.15  0.23
H -2.30 -3.27 -2.52  0.20
H 1.26 -0.54 -3.45  0.20
H -0.46 3.69 1.29  0.22
H -2.97 -1.43 -0.86  0.20
H -0.71 -1.43 -1.93  0.21

---

## ii
Formula: C18H20N2O2S
Source: the Open Molecules 2025 dataset
Level of theory: wB97M-V/def2-TZVPD

Output
Spin multiplicity: 1
Gap between HOMO and LUMO in eV: 9.0
SMILES: Cc1ccccc1C(=O)NC(=S)N(CCO)Cc1ccccc1

Each line ends with the natural charge from an NBO analysis.
CARTESIAN COORDINATES (ANGSTROEM)
S -2.01 0.52 -2.37  -0.27
O 1.65 1.03 0.08  -0.58
O -0.75 3.66 -2.26  -0.71
N -0.17 -0.14 -0.69  -0.67
N -1.40 1.82 -0.14  -0.40
C -0.79 1.93 1.17  -0.26
C 1.13 -0.01 -0.27  0.69
C -2.04 -0.14 1.88  -0.16
C -2.14 -1.29 2.65  -0.22
C 2.21 -1.92 0.88  -0.18
C 2.82 -3.15 -1.52  -0.22
C -2.31 2.87 -0.55  -0.25
C 3.16 -3.75 -0.32  -0.18
C -1.14 0.81 -0.98  0.33
C -1.14 -1.63 3.54  -0.21
C 2.86 -3.14 0.88  -0.22
C 1.80 -1.27 -2.84  -0.65
C -1.56 4.05 -1.18  -0.06
C -0.92 0.67 1.99  -0.04
C 2.15 -1.92 -1.54  0.00
C -0.03 -0.81 3.66  -0.21
C 1.84 -1.32 -0.32  -0.10
C 0.08 0.33 2.89  -0.21
H -1.29 2.75 1.69  0.22
H 0.95 0.97 2.97  0.22
H -2.83 0.11 1.19  0.21
H 0.27 2.19 1.07  0.26
H 3.07 -3.62 -2.45  0.21
H -3.01 -1.92 2.55  0.22
H -3.00 2.44 -1.29  0.24
H 2.50 -1.58 -3.62  0.22
H 0.76 -1.06 4.36  0.21
H -0.88 4.50 -0.46  0.18
H -0.37 -1.01 -1.16  0.43
H -1.26 3.12 -2.87  0.48
H -2.30 4.80 -1.50  0.16
H 0.80 -1.56 -3.16  0.23
H 3.68 -4.70 -0.33  0.21
H -1.22 -2.52 4.13  0.22
H -2.88 3.21 0.31  0.21
H 3.14 -3.60 1.81  0.22
H 1.97 -1.42 1.81  0.22
H 1.83 -0.19 -2.76  0.23

---

Which of them is least stable? Easy: i.